Here is a single C4H11NO molecule from the OMol25 dataset. Energies are from ωB97M-V/def2-TZVPD.

As for the HOMO energy: -8.93 eV. Its structure (SMILES) is CN(C)CCO. Its total energy is -7862.8386 eV. The HOMO-LUMO gap comes out at 9.913 eV.

Structure (XYZ):
```
17
Properties=species:S:1:pos:R:3:forces:R:3
C -0.55754 1.68775 -1.05854 -0.5171 -0.7760 0.2208
N 0.12611 0.56055 -0.41890 0.1630 0.0625 0.2756
C 1.43475 0.31853 -0.99110 0.6790 -0.2038 -0.6281
C -0.65023 -0.67581 -0.33165 0.0706 0.0603 -0.8211
C -0.73512 -1.22386 1.10599 1.4398 -0.7067 -0.4627
O 0.36078 -0.72671 1.88047 -0.8373 -0.2602 -0.0167
H -1.28114 1.30641 -1.79371 0.3449 0.2508 -0.3657
H -1.17397 2.24761 -0.35275 0.2733 0.1013 0.1788
H 0.19310 2.32517 -1.51039 -0.1896 0.2450 -0.1294
H 2.02671 1.23140 -1.06490 -0.2200 0.1424 0.0247
H 1.36926 -0.12380 -1.99906 -0.0525 0.1523 -0.0929
H 2.06922 -0.37594 -0.43239 -0.4766 -0.0199 0.3630
H -0.19664 -1.42500 -0.99971 0.3020 0.0298 0.3691
H -1.61278 -0.56046 -0.82929 -0.3885 0.3094 0.4849
H -0.47915 -2.27860 0.98262 -0.8429 -0.2324 0.4075
H -1.70361 -1.06689 1.57274 -0.0313 0.0721 0.1722
H 0.58582 0.07034 1.39409 0.2831 0.7734 0.0200
```
Forces are in eV/Å.

Population analysis type Mulliken, resulting atomic charges in e:
1. C -0.970
2. N -0.025
3. C -1.136
4. C -0.539
5. C -0.432
6. O -0.548
7. H 0.314
8. H 0.300
9. H 0.281
10. H 0.395
11. H 0.393
12. H 0.326
13. H 0.314
14. H 0.446
15. H 0.252
16. H 0.264
17. H 0.367

Here is 2 unconnected molecules or ions with the total composition C4H11NO from the OMol25 dataset. Energies are from ωB97M-V/def2-TZVPD.

As for the HOMO energy: -9.89 eV. Its structure (SMILES) is CC(N)=O.CC. Its total energy is -7863.5224 eV. The HOMO-LUMO gap comes out at 10.726 eV.

Structure (XYZ):
```
17
Properties=species:S:1:pos:R:3:forces:R:3
C -0.30520 -0.28459 1.74466 2.5370 1.5568 -4.1301
C -0.93967 -1.30594 0.83790 -1.2402 -0.3105 -1.5347
N -2.13720 -1.87517 1.21595 -0.4759 -0.3954 -0.8405
O -0.56428 -1.45792 -0.31812 0.1781 -0.0282 0.9848
H 0.82567 -0.28813 1.68617 -1.2342 -0.6649 0.2897
H -0.62695 -0.10893 2.69363 -1.1396 0.0614 2.6110
H -0.44997 0.67311 1.11419 -0.2302 -1.2192 1.1300
H -2.82268 -2.32783 0.59310 1.4552 0.4714 -0.1117
H -2.45902 -1.94034 2.13338 -0.0344 0.3792 1.7436
C 1.42910 0.38825 -1.55286 1.9648 2.3216 0.4678
C 0.90137 1.84696 -1.37646 1.5238 -0.7242 0.5148
H 1.54152 -0.15546 -0.64998 0.7544 0.0328 1.2864
H 0.79054 -0.27487 -1.98295 -2.2335 -1.3088 -1.9233
H 2.38052 0.37854 -2.12683 -0.5281 0.0330 0.4223
H 0.39029 2.06218 -0.44157 -0.4192 -0.3773 -0.0300
H 1.73357 2.56184 -1.35699 0.0407 -0.2332 -0.1183
H 0.31237 2.10830 -2.21322 -0.9188 0.4054 -0.7619
```
Forces are in eV/Å.

Population analysis type Mulliken, resulting atomic charges in e:
1. C -0.760
2. C 0.633
3. N -0.400
4. O -0.577
5. H 0.261
6. H 0.385
7. H 0.075
8. H 0.215
9. H 0.170
10. C -0.892
11. C -0.766
12. H 0.190
13. H 0.372
14. H 0.319
15. H 0.246
16. H 0.291
17. H 0.238

Here is 2 unconnected molecules or ions with the total composition C4H11NO from the OMol25 dataset. Energies are from ωB97M-V/def2-TZVPD.

As for the HOMO energy (alpha / beta): -11.82 / -11.82 eV. Its spin multiplicity is 2. The expectation value of S² is 0.7544. Its total energy is -7853.4226 eV. The HOMO-LUMO gap (alpha / beta) comes out at 8.334 / 3.921 eV. Its charge is +1.

Structure (XYZ):
```
17
Properties=species:S:1:pos:R:3:forces:R:3
C 0.46174 1.42786 2.24709 -0.9103 1.2559 -0.6738
N 1.54792 1.54035 3.16025 0.0002 -0.2692 0.6882
C 2.77298 0.97907 2.73638 0.3626 -0.8898 -0.8142
H 0.15080 2.50003 1.92562 0.6941 -1.4149 0.0526
H 0.78347 0.76204 1.37536 -0.9390 1.2131 1.1928
H -0.44782 1.12666 2.77707 0.1389 -0.4004 -0.1340
H 1.45403 1.58256 4.19919 -0.4935 0.5931 -1.0994
H 3.65168 1.63283 2.59031 -0.5534 0.2043 0.1614
H 2.50372 0.45157 1.79858 1.0758 0.1754 0.5985
H 3.00783 0.29732 3.54578 0.6251 -0.4905 -0.0051
O -0.51650 -1.79122 -3.23936 -1.1618 0.1258 -1.9141
C -1.45964 -1.87722 -4.03243 0.9828 -1.3049 4.3173
C -2.86604 -1.79447 -3.51150 0.2904 -1.9571 -2.7469
H -1.34571 -1.96410 -5.07754 0.4839 -0.0991 -1.5655
H -2.89790 -1.34538 -2.61823 -0.0141 1.0411 3.6993
H -3.70788 -2.47849 -3.70518 0.9929 -0.4887 0.1294
H -3.09266 -1.04942 -4.17141 -1.5746 2.7058 -1.8866
```
Forces are in eV/Å.

Population analysis type Mulliken, resulting atomic charges in e:
1. C -0.621
2. N 0.057
3. C -0.606
4. H 0.308
5. H 0.322
6. H 0.296
7. H 0.354
8. H 0.291
9. H 0.290
10. H 0.310
11. O -0.498
12. C 0.117
13. C -0.962
14. H 0.359
15. H 0.341
16. H 0.328
17. H 0.315

Here is 2 unconnected molecules or ions with the total composition C4H11NO2 from the OMol25 dataset. Energies are from ωB97M-V/def2-TZVPD.

As for the HOMO energy: -9.56 eV. Its structure (SMILES) is NCCCC=O.O. Its total energy is -9910.9593 eV. The HOMO-LUMO gap comes out at 10.480 eV.

Structure (XYZ):
```
18
Properties=species:S:1:pos:R:3:forces:R:3
N 1.98503 1.78339 -1.74524 -0.0986 -0.3058 -0.0603
C 1.42023 0.43611 -1.60534 0.3899 -0.4809 0.4241
C 0.17501 0.44919 -0.75636 -0.8857 0.1379 0.0496
C -0.41357 -0.92781 -0.42140 0.2419 1.1048 0.7121
C -1.79268 -0.72013 0.14377 0.1301 -1.4277 0.2465
O -2.15363 -1.23372 1.17587 -0.1526 0.4285 0.1399
H 1.87050 2.22913 -0.84645 -0.0319 0.2941 0.1292
H 2.98964 1.72021 -1.86756 -0.0580 0.0173 -0.2209
H 2.13851 -0.24876 -1.13031 -0.0365 0.0053 0.0631
H 1.18535 -0.03585 -2.55736 0.0245 0.3045 -0.3674
H 0.32856 0.99480 0.17377 0.3632 -0.1587 0.2758
H -0.63756 1.02346 -1.21644 0.2349 0.0749 -0.4644
H 0.21179 -1.49188 0.26366 -0.0691 0.1011 0.3601
H -0.51985 -1.55626 -1.27261 -0.1809 -0.3781 -1.1978
H -2.52836 -0.18710 -0.48383 0.1311 0.3025 -0.0282
O 0.19378 -0.08294 2.80337 -0.0482 -0.6916 0.2399
H 0.68696 -0.84288 3.13953 0.4120 0.3314 -0.0011
H -0.67838 -0.49537 2.76577 -0.3661 0.3405 -0.3001
```
Forces are in eV/Å.

Population analysis type Mulliken, resulting atomic charges in e:
1. N -0.625
2. C -0.421
3. C -0.581
4. C -0.478
5. C -0.146
6. O -0.507
7. H 0.235
8. H 0.243
9. H 0.303
10. H 0.264
11. H 0.334
12. H 0.295
13. H 0.254
14. H 0.471
15. H 0.363
16. O -0.630
17. H 0.306
18. H 0.320

Here is 2 unconnected molecules or ions with the total composition C4H11NO2 from the OMol25 dataset. Energies are from ωB97M-V/def2-TZVPD.

As for the HOMO energy: -9.36 eV. Its structure (SMILES) is CC[C@H](N)C=O.O. Its total energy is -9910.7114 eV. The HOMO-LUMO gap comes out at 10.254 eV.

Structure (XYZ):
```
18
Properties=species:S:1:pos:R:3:forces:R:3
C 0.27218 -1.54306 -1.26379 0.5803 -0.1425 0.6223
C 0.45005 -0.16101 -0.58504 -0.4021 -1.0436 0.7632
C -0.78370 0.71729 -0.67164 0.2503 1.5437 0.8335
N -0.72272 1.67124 -1.77868 0.8185 -0.5336 0.1547
C -0.91852 1.54458 0.64409 0.3633 -0.5844 0.3461
O -0.77771 1.04422 1.73392 -0.0852 0.0977 -0.2478
H 1.13436 -1.81775 -1.86208 -0.0120 0.0360 -0.3481
H 0.24715 -2.28798 -0.46359 -0.0681 -0.0392 -0.1286
H -0.64515 -1.68589 -1.82909 0.0160 0.3618 -0.2343
H 0.56729 -0.38209 0.47477 -0.0807 0.0146 0.0844
H 1.39206 0.34644 -0.79507 -0.2193 0.2522 -0.6632
H -1.67882 0.08653 -0.63453 0.0050 -0.0762 -0.4031
H -1.57886 1.75327 -2.27486 -0.6206 0.0521 -0.4919
H 0.02718 1.41716 -2.41930 -0.4229 0.1194 0.0891
H -1.12660 2.63002 0.57822 -0.0830 -0.0847 -0.4093
O 1.75849 -2.39035 2.03092 0.0384 0.0605 -0.0672
H 1.18083 -1.63661 2.22852 0.4834 -0.1462 -0.0727
H 2.64438 -2.05599 1.82075 -0.5614 0.1124 0.1728
```
Forces are in eV/Å.

Population analysis type Mulliken, resulting atomic charges in e:
1. C -1.141
2. C -0.330
3. C 0.495
4. N -0.686
5. C -0.300
6. O -0.485
7. H 0.305
8. H 0.323
9. H 0.343
10. H -0.165
11. H 0.575
12. H 0.260
13. H 0.222
14. H 0.229
15. H 0.374
16. O -0.657
17. H 0.320
18. H 0.318

Here is a single C4H11NO2 molecule from the OMol25 dataset. Energies are from ωB97M-V/def2-TZVPD.

As for the HOMO energy: -9.24 eV. Its structure (SMILES) is C[C@@H](O)CNCO. Its total energy is -9909.1530 eV. The HOMO-LUMO gap comes out at 9.871 eV.

Structure (XYZ):
```
18
Properties=species:S:1:pos:R:3:forces:R:3
C 0.97089 0.22073 -2.14206 3.8291 -2.6779 1.4410
C 0.84031 -0.85466 -0.98874 -2.6870 -1.3273 -1.7863
O 2.01034 -1.23060 -0.36111 1.7770 1.2792 2.0864
C -0.27954 -0.55519 0.05269 1.3198 -2.3206 0.6301
N -0.09061 0.68079 0.83132 0.0064 2.8438 -1.6015
C -0.98464 0.81965 1.99654 0.3057 -0.4239 -0.6558
O -2.16749 0.07064 1.69497 -2.6951 1.8113 0.3281
H 0.27340 0.17944 -2.88714 -2.1950 -0.7593 -1.7843
H 1.98816 -0.04591 -2.65614 -1.6607 1.1216 0.9966
H 0.87570 1.19540 -1.75636 0.6853 1.3657 0.5785
H 0.53981 -1.92004 -1.42004 0.0065 2.3652 0.1704
H 2.10015 -0.77238 0.52692 -0.1922 -0.4843 -1.6543
H 0.04772 -1.46384 0.73781 -1.5243 1.7825 -0.6063
H -1.29617 -0.78571 -0.37686 1.0073 0.5901 0.5138
H -0.13534 1.63999 0.22831 -0.0211 -3.3846 1.5907
H -0.54854 0.22087 2.88678 -0.4839 1.5229 -1.1966
H -1.14290 1.96546 2.11678 0.1761 -2.1620 0.4728
H -3.00126 0.63536 1.51633 2.3462 -1.1423 0.4766
```
Forces are in eV/Å.

Population analysis type Mulliken, resulting atomic charges in e:
1. C -1.239
2. C 0.459
3. O -0.559
4. C -0.801
5. N -0.266
6. C -0.278
7. O -0.513
8. H 0.393
9. H 0.274
10. H 0.289
11. H 0.207
12. H 0.352
13. H 0.320
14. H 0.294
15. H 0.262
16. H 0.207
17. H 0.302
18. H 0.297

F_max? In order: 1.669; 5.091; 4.616; 1.455; 1.772; 4.890 eV/A.
Relative energy (zero: lowest compared OMol25 entry of this formula, charge and spin)? In order: 39.5; 23.8; 67.3; 29.6; 35.3; 71.2 kcal per mole.